The following is a quantum chemistry calculation of an isolated molecule of C14H17P at a distorted geometry, from the Open Molecules 2025 dataset.

Summary:
Total energy, Eh: -884.90844
Energy above the lowest of the compared OMol25 structures with the same formula, charge and spin, eV: 0.078

Each line ends with the Mulliken charge.
Positions of all 32 atoms, in Å:
C 0.465 -2.789 -0.698  -1.1784
C -0.221 -1.772 0.233  0.3787
C -1.643 -2.183 0.712  -1.2949
P -0.480 -0.111 -0.828  -0.0414
C 1.153 0.678 -0.285  0.3335
C 1.683 0.623 0.992  0.2951
C 2.991 0.976 1.209  -0.7665
C 3.776 1.473 0.134  -0.2730
C 3.193 1.662 -1.087  -0.8337
C 1.905 1.213 -1.291  -0.3552
C -1.488 1.067 0.449  0.1458
C -2.837 1.102 -0.080  -0.7785
C -3.195 2.290 -0.639  -0.5315
C -2.108 3.230 -0.328  -0.7332
C -1.142 2.456 0.260  -0.5377
H -0.238 -3.568 -1.070  0.3230
H 1.012 -2.329 -1.545  0.3448
H 1.254 -3.399 -0.165  0.2907
H 0.451 -1.520 1.141  0.2236
H -1.931 -2.683 -0.232  0.3794
H -2.222 -1.367 1.206  0.3721
H -1.433 -2.936 1.568  0.2890
H 1.072 0.166 1.894  0.1457
H 3.427 0.885 2.196  0.3724
H 4.834 1.825 0.261  0.3035
H 3.803 1.928 -1.858  0.4544
H 1.534 1.399 -2.254  0.3556
H -1.273 0.623 1.434  0.5337
H -3.339 0.194 -0.232  0.4115
H -3.994 2.478 -1.224  0.5799
H -1.969 4.236 -0.747  0.3822
H -0.177 2.852 0.544  0.4092